Entry from the OMol25 dataset: an isolated molecule of C5H7N3O2S at a distorted geometry (ωB97M-V/def2-TZVPD).

Structure (XYZ):
```
18
Properties=species:S:1:pos:R:3:forces:R:3
C 0.0562 -0.0752 -1.4869 1.3362 0.0595 1.5311
C -0.9775 -1.8549 -3.4958 -3.4738 0.4099 1.2235
C -0.7420 -2.0340 -0.4877 -0.2570 -0.9375 -1.8408
C 0.9541 1.0895 -1.1597 0.8930 -0.7613 -1.8944
C -0.2615 -0.2676 1.0057 0.4013 -1.8640 1.8475
N -1.1767 -2.7155 0.4602 0.1653 1.0618 0.6191
N -0.2804 -0.7260 -0.3668 -0.4490 0.8048 -0.5366
N -0.1661 -1.1309 -4.2479 4.0413 1.6815 -3.9701
O -2.1693 -1.7780 -3.7163 -0.0428 -0.8427 0.2779
O -0.0867 -0.7535 -5.4335 -0.9107 -0.9467 3.0572
S -0.2750 -2.7645 -2.1177 0.1635 -0.9054 0.2336
H 1.8702 0.9426 -1.9158 -1.5694 0.1346 2.0579
H 1.1897 1.3009 -0.0892 0.1255 -0.0345 -1.0886
H 0.4737 1.8877 -1.6892 -0.2580 1.1536 0.1053
H 0.6882 -0.6299 1.5063 -1.0961 0.6586 -0.3691
H -0.4837 0.7458 1.1971 0.3925 1.3869 -0.5340
H -1.1162 -0.7591 1.5057 0.6821 -0.0923 -0.1660
H -1.4784 -3.6358 0.2547 -0.1439 -0.9667 -0.5534
```
Forces are in eV/Å.

Properties
- HOMO level (alpha / beta): -8.6114 / -8.7085 eV
- Orbital gap (alpha / beta): 8.670 / 7.249 eV
- Total charge: 0
- Spin multiplicity: 3

List of Löwdin charges in e, atom by atom:
1. C -0.060
2. C -0.818
3. C -0.632
4. C -0.104
5. C -0.061
6. N 0.144
7. N -0.202
8. N -0.010
9. O 0.063
10. O 0.091
11. S 0.993
12. H 0.133
13. H 0.068
14. H 0.056
15. H 0.127
16. H 0.073
17. H 0.086
18. H 0.052



Entry from the OMol25 dataset: an isolated molecule of C4H6Si at a distorted geometry (ωB97M-V/def2-TZVPD).

Structure (XYZ):
```
11
Properties=species:S:1:pos:R:3:forces:R:3
C 1.1555 0.7752 0.0012 -2.3663 -0.2134 -0.0104
C -0.0642 1.3629 0.0162 0.2030 1.2655 -0.0565
Si -1.3763 0.0821 -0.0043 -0.4383 -1.9371 -0.4553
C -0.0628 -1.2529 -0.0003 1.3681 -0.5959 -0.2732
C 1.1882 -0.6909 -0.0028 0.0510 -1.8072 0.1339
H 2.0135 1.3575 -0.0064 1.6710 0.8874 -0.0485
H -0.1819 2.4500 -0.0238 0.1996 -0.4145 0.0902
H -2.2330 -0.3768 1.1198 0.0823 0.7711 0.3584
H -2.3690 -0.1421 -1.1501 0.7723 0.6013 0.3146
H -0.2867 -2.3334 0.0389 0.5274 0.6193 -0.0683
H 2.2167 -1.2316 0.0116 -2.0699 0.8234 0.0149
```
Forces are in eV/Å.

Properties
- HOMO level: -8.8617 eV
- Orbital gap: 9.056 eV
- Total charge: 0
- Structure (SMILES): C1=C[SiH2]C=C1

List of Löwdin charges in e, atom by atom:
1. C -0.191
2. C -0.229
3. Si 0.624
4. C -0.233
5. C -0.185
6. H 0.073
7. H 0.051
8. H -0.050
9. H -0.041
10. H 0.056
11. H 0.124



Entry from the OMol25 dataset: an isolated ion of composition C4H12N3 and charge +1 at a distorted geometry (ωB97M-V/def2-TZVPD).

Structure (XYZ):
```
19
Properties=species:S:1:pos:R:3:forces:R:3
N 2.8397 0.0640 0.8064 1.0574 -0.6048 -0.9672
C 1.5971 0.6173 1.0723 -1.5216 -2.9941 -1.8734
C 0.5872 0.0255 0.3574 0.4856 1.1912 0.1076
N 0.9764 -0.9297 -0.8368 -2.1762 1.7394 3.1414
C -0.8258 0.5416 0.2154 0.7715 0.2925 -0.8400
C -1.8418 -0.2441 -0.6320 -0.1749 -2.7178 1.9081
N -3.2556 0.2206 -0.5351 0.6204 -1.5010 0.1330
H 3.4983 -0.1757 1.5301 -0.0779 0.4692 0.1870
H 3.2428 0.5195 0.0108 0.9228 0.1619 -0.0328
H 1.5387 1.4381 1.7348 -0.8344 0.5250 0.8875
H 1.0171 -0.3492 -1.6356 -0.1441 0.6422 -1.3943
H 1.9109 -1.2002 -0.6197 1.1170 -1.3745 0.5048
H 0.1469 -1.5448 -0.8640 1.0663 -0.5515 -0.3578
H -0.5549 1.4725 -0.2916 -1.0815 0.3208 -0.2516
H -1.1998 0.8341 1.1574 -0.4659 0.1083 1.2044
H -1.4095 -0.1929 -1.5893 -0.4620 0.4550 -1.8887
H -1.7995 -1.4518 -0.4658 0.1354 2.3753 0.2804
H -3.7329 -0.2662 0.2819 0.9629 0.9038 -1.2975
H -3.6813 -0.2090 -1.3701 -0.2007 0.5592 0.5491
```
Forces are in eV/Å.

Properties
- HOMO level: -13.2836 eV
- Orbital gap: 9.712 eV
- Total charge: +1
- Structure (SMILES): N/C=C(\[NH3+])CCN

List of Löwdin charges in e, atom by atom:
1. N 0.017
2. C -0.099
3. C -0.145
4. N 0.256
5. C -0.149
6. C -0.295
7. N 0.003
8. H 0.110
9. H 0.099
10. H 0.126
11. H 0.148
12. H 0.123
13. H 0.144
14. H 0.133
15. H 0.112
16. H 0.076
17. H 0.152
18. H 0.110
19. H 0.080



Entry from the OMol25 dataset: a 2-piece molecular cluster, C2H3NO3 overall (ωB97M-V/def2-TZVPD).

Structure (XYZ):
```
9
Properties=species:S:1:pos:R:3:forces:R:3
O -0.6945 1.1031 -0.1485 -0.4470 -0.0156 -0.3638
C 0.1998 1.1435 0.6530 -0.2985 0.0780 -0.3726
O 0.9477 0.1264 1.0224 0.4904 -0.1091 0.4408
O 0.5706 2.2621 1.2831 0.4681 0.1480 0.4891
H 0.7014 -0.6876 0.5252 -0.1332 0.4512 0.0039
H 0.0158 3.0005 0.9934 -0.0467 -0.4021 -0.1328
C -0.5962 -2.3194 -1.4653 0.0257 -0.0610 0.0424
N 0.0874 -1.9299 -0.6428 0.1753 0.0060 0.1854
H -1.2319 -2.6988 -2.2206 -0.2341 -0.0955 -0.2923
```
Forces are in eV/Å.

Properties
- HOMO level: -10.5154 eV
- Orbital gap: 11.332 eV
- Total charge: 0
- Structure (SMILES): O=C(O)O.C#N

List of Löwdin charges in e, atom by atom:
1. O 0.085
2. C -0.697
3. O 0.120
4. O 0.132
5. H 0.046
6. H 0.132
7. C 0.012
8. N 0.108
9. H 0.063